15
Properties=species:S:1:pos:R:3:nbo_charge:R:1 method="wB97M-V/def2-TZVPD" smiles="C=CCOCC=O" total_charge=0 relative_energy_kj_mol=387.80 largest_force_ha_per_bohr=0.06557 energy_ev=-9405.8129 gap_ev=9.29
C -1.857 0.000 1.058 -0.40
C -1.361 0.029 -0.172 -0.20
C -0.299 -0.950 -0.556 -0.01
O 0.677 -1.206 0.389 -0.51
C 1.584 -0.113 0.317 -0.16
C 1.122 0.897 -0.767 0.29
O 0.181 1.642 -0.525 -0.54
H -1.308 -0.485 1.861 0.20
H -2.828 0.418 1.287 0.20
H -1.892 0.470 -1.011 0.22
H 0.405 -0.349 -1.457 0.14
H -0.765 -1.898 -0.865 0.21
H 2.580 -0.532 0.145 0.19
H 1.566 0.457 1.246 0.21
H 1.829 1.161 -1.570 0.15

12
Properties=species:S:1:pos:R:3:nbo_charge:R:1 method="wB97M-V/def2-TZVPD" total_charge=-1 relative_energy_kj_mol=171.29 largest_force_ha_per_bohr=0.05322 energy_ev=-10833.8483 gap_ev=6.88
C -0.191 0.603 0.315 0.40
C -2.978 1.981 -0.049 1.05
C 1.355 -1.492 0.560 -0.41
C 1.709 -0.784 -0.721 -0.42
C 1.039 -0.033 0.423 -0.48
N -1.226 1.184 0.258 -0.61
O -2.831 2.311 -1.176 -0.61
O -3.589 1.809 0.965 -0.62
H 0.575 -2.226 0.551 0.18
H 2.117 -1.837 1.381 0.17
H 2.770 -0.502 -0.845 0.18
H 1.251 -1.014 -1.661 0.18

102
Properties=species:S:1:pos:R:3:mulliken_charge:R:1 method="wB97M-V/def2-TZVPD" total_charge=-1 relative_energy_kj_mol=320.54 largest_force_ha_per_bohr=0.08667 energy_ev=-134585.0148 gap_ev=4.84
Rb 13.106 -22.919 -3.101 0.76
C 9.122 -26.709 2.509 -1.47
C 10.153 -26.093 1.588 0.24
C 11.282 -25.379 2.066 -0.53
C 12.246 -24.879 1.189 -1.11
C 12.208 -25.135 -0.248 0.20
N 13.303 -25.186 -1.118 -0.16
C 14.433 -25.796 -0.788 0.13
C 14.499 -26.918 0.153 -0.41
C 15.392 -27.912 0.047 -0.67
C 16.381 -27.947 -0.974 0.73
C 17.230 -29.138 -1.261 -1.35
C 16.535 -26.814 -1.732 -0.92
C 15.737 -25.661 -1.548 0.42
N 16.238 -24.424 -1.840 0.63
C 17.533 -24.085 -2.262 -0.05
C 17.599 -22.715 -2.223 -1.01
C 16.287 -22.269 -1.872 -0.12
N 15.489 -23.294 -1.662 -0.74
C 10.889 -25.443 -0.677 0.32
C 9.970 -26.050 0.219 0.04
N 10.463 -25.358 -2.038 0.20
C 9.530 -26.161 -2.618 -0.33
C 9.206 -25.686 -3.866 -0.88
C 10.077 -24.523 -4.005 -0.67
N 10.831 -24.308 -2.879 0.50
H 8.726 -27.611 2.046 0.36
H 8.272 -26.043 2.781 0.23
H 9.636 -26.949 3.442 0.39
H 11.414 -25.238 3.127 0.41
H 13.196 -24.589 1.549 0.55
H 13.715 -26.953 0.935 0.25
H 15.416 -28.699 0.798 0.30
H 16.849 -29.996 -0.626 0.32
H 18.271 -28.918 -0.938 0.26
H 17.223 -29.390 -2.334 0.33
H 17.366 -26.780 -2.469 0.28
H 18.351 -24.776 -2.417 0.30
H 18.359 -22.080 -2.636 0.35
H 15.975 -21.227 -1.707 0.38
H 9.094 -26.598 -0.162 0.28
H 9.391 -27.153 -2.223 0.42
H 8.390 -25.976 -4.530 0.40
H 10.121 -23.814 -4.795 0.49
F 9.859 -18.083 -4.846 -0.16
C 10.658 -18.888 -5.584 0.41
F 11.506 -18.093 -6.299 -0.22
F 9.923 -19.569 -6.432 -0.19
S 11.660 -20.099 -4.573 0.72
O 10.585 -21.088 -4.156 -0.41
O 12.796 -20.533 -5.342 -0.59
N 12.052 -19.174 -3.338 -0.27
S 13.075 -19.331 -2.103 0.85
O 14.102 -18.364 -2.204 -0.69
O 13.504 -20.688 -1.712 -0.48
C 11.818 -18.731 -0.768 0.55
F 11.370 -17.495 -0.894 -0.19
F 12.251 -18.888 0.490 -0.22
F 10.752 -19.595 -0.990 -0.15
F 3.610 -18.502 4.927 -0.28
C 4.257 -19.741 4.749 0.81
F 5.248 -19.727 5.749 -0.26
F 3.313 -20.658 5.142 -0.24
C 4.859 -19.934 3.395 -0.03
C 5.790 -20.941 3.132 -0.63
C 6.575 -20.951 1.958 -0.70
C 6.198 -20.104 0.918 0.42
C 5.131 -19.211 1.080 0.12
C 4.422 -19.190 2.261 -0.75
P 7.297 -20.160 -0.563 0.23
C 6.417 -20.756 -2.124 0.70
C 5.324 -19.917 -2.479 -0.05
C 4.560 -20.286 -3.558 -1.15
C 4.951 -21.385 -4.349 0.22
C 6.071 -22.139 -4.049 -0.63
C 6.816 -21.876 -2.862 -0.66
C 4.097 -21.857 -5.495 0.86
F 4.830 -22.448 -6.511 -0.26
F 3.525 -20.765 -6.068 -0.28
F 2.990 -22.675 -5.223 -0.27
C 7.503 -18.325 -1.062 -0.25
C 7.433 -17.251 -0.148 -0.53
C 7.661 -15.932 -0.413 -0.93
C 7.761 -15.541 -1.740 0.27
C 7.865 -16.525 -2.705 -0.41
C 7.797 -17.870 -2.347 -0.32
C 7.538 -14.150 -2.258 0.75
F 8.311 -13.154 -1.677 -0.28
F 7.698 -13.996 -3.583 -0.27
F 6.220 -13.741 -2.016 -0.28
H 5.922 -21.778 3.810 0.42
H 7.374 -21.702 1.798 0.48
H 4.841 -18.606 0.230 0.25
H 3.559 -18.536 2.268 0.41
H 5.126 -18.971 -1.952 0.09
H 3.813 -19.579 -3.839 0.42
H 6.379 -22.942 -4.717 0.48
H 7.697 -22.389 -2.485 0.56
H 7.288 -17.476 0.875 0.56
H 7.742 -15.215 0.420 0.44
H 7.944 -16.249 -3.770 0.43
H 7.927 -18.573 -3.162 0.54

198
Properties=species:S:1:pos:R:3:mulliken_charge:R:1 method="wB97M-V/def2-TZVPD" total_charge=0 relative_energy_kj_mol=0.00 largest_force_ha_per_bohr=0.05261 energy_ev=-86746.8544 gap_ev=9.65
C -2.855 1.778 -4.705 0.00
C -4.075 1.130 -5.271 -0.72
O -4.140 -0.164 -4.732 -0.02
C -5.322 -0.824 -5.108 -0.42
C -5.318 -2.166 -4.445 -0.58
H -2.641 2.694 -5.249 0.53
H -3.006 2.023 -3.654 -0.36
H -2.009 1.096 -4.801 -0.15
H -4.981 1.686 -4.971 0.26
H -4.014 1.081 -6.367 0.49
H -6.239 -0.307 -4.750 0.15
H -5.411 -0.914 -6.204 0.48
H -4.445 -2.748 -4.774 0.17
H -6.199 -2.745 -4.715 0.50
H -5.201 -2.021 -3.370 -0.21
C -0.459 4.749 3.342 -0.39
C 0.158 6.105 3.381 -0.89
O 1.532 6.016 3.665 -0.06
C 2.282 7.147 3.250 -0.29
C 3.520 7.296 4.154 -1.19
H 0.014 4.069 2.637 -0.19
H -0.369 4.302 4.336 0.36
H -1.516 4.872 3.096 0.44
H -0.020 6.685 2.470 0.47
H -0.288 6.641 4.237 0.27
H 2.545 7.117 2.180 0.27
H 1.673 8.076 3.383 0.40
H 4.239 6.484 3.989 0.14
H 3.202 7.248 5.196 0.29
H 4.038 8.234 3.968 0.43
C -2.131 -1.894 2.834 -1.57
C -2.503 -0.502 2.409 2.58
O -3.164 0.150 3.421 -0.56
C -3.255 1.500 3.136 1.11
C -3.949 2.168 4.291 -1.68
H -1.840 -2.517 1.995 0.20
H -1.320 -1.863 3.576 0.35
H -2.959 -2.337 3.403 0.40
H -1.620 0.110 2.134 -0.83
H -3.115 -0.519 1.480 -0.80
H -2.239 1.922 3.022 -0.24
H -3.792 1.659 2.184 -0.07
H -3.946 3.246 4.160 0.37
H -3.346 1.971 5.192 0.38
H -4.932 1.754 4.468 0.40
C 1.369 0.882 1.531 -0.64
C 0.810 -0.250 0.726 -0.18
O -0.254 0.305 -0.062 1.25
C -0.970 -0.630 -0.839 0.48
C -2.137 0.057 -1.473 1.22
H 0.537 1.414 2.000 -0.25
H 2.066 0.528 2.293 0.36
H 1.930 1.578 0.900 -0.21
H 1.572 -0.641 0.023 -0.38
H 0.485 -1.013 1.454 0.33
H -0.292 -0.949 -1.652 -0.69
H -1.308 -1.478 -0.234 0.07
H -2.857 0.318 -0.696 -0.70
H -2.597 -0.593 -2.223 0.25
H -1.815 0.948 -2.012 -1.17
C 6.654 -4.646 -0.407 -1.06
C 6.556 -4.119 1.005 -0.44
O 5.906 -2.825 0.949 -0.01
C 5.703 -2.305 2.184 -0.62
C 5.058 -0.977 2.037 -0.39
H 7.390 -4.051 -0.953 0.27
H 7.015 -5.682 -0.398 0.42
H 5.706 -4.641 -0.936 0.18
H 5.919 -4.778 1.618 0.37
H 7.564 -3.985 1.415 0.36
H 5.084 -3.000 2.771 0.32
H 6.665 -2.181 2.707 0.34
H 4.170 -1.063 1.400 -0.18
H 5.743 -0.332 1.482 0.16
H 4.800 -0.560 3.002 0.36
C -5.151 -2.383 0.119 -0.19
C -6.177 -3.390 -0.271 -0.71
O -6.962 -3.710 0.816 -0.31
C -8.174 -4.289 0.452 -0.23
C -8.805 -4.886 1.679 -1.28
H -4.439 -2.783 0.846 0.49
H -4.573 -2.074 -0.760 -0.33
H -5.598 -1.483 0.547 0.47
H -6.770 -3.008 -1.128 0.37
H -5.657 -4.283 -0.683 0.24
H -8.821 -3.497 0.028 0.31
H -8.051 -5.060 -0.322 0.31
H -9.811 -5.240 1.476 0.39
H -8.815 -4.153 2.481 0.31
H -8.181 -5.717 2.018 0.31
C 7.520 4.013 -0.582 -1.26
C 6.675 4.036 0.615 -0.04
O 5.406 4.297 0.232 -0.39
C 4.461 4.010 1.268 0.14
C 3.099 4.581 0.829 -0.47
H 7.115 3.261 -1.273 0.23
H 7.517 4.961 -1.120 0.32
H 8.540 3.711 -0.356 0.41
H 6.751 3.063 1.139 0.21
H 7.010 4.784 1.360 0.28
H 4.459 2.927 1.459 0.03
H 4.792 4.542 2.186 0.20
H 3.239 5.656 0.706 0.32
H 2.346 4.345 1.575 -0.02
H 2.842 4.220 -0.172 0.03
C -2.742 -3.953 -2.142 0.02
C -2.408 -5.365 -2.480 0.27
C -2.467 -5.629 -3.996 -1.34
O -1.027 -5.591 -1.956 -0.53
H -2.181 -3.288 -2.819 -0.49
H -2.538 -3.640 -1.122 0.17
H -3.791 -3.734 -2.373 0.11
H -3.057 -6.083 -1.958 0.49
H -2.107 -6.650 -4.191 0.46
H -1.891 -4.925 -4.582 0.17
H -3.515 -5.656 -4.333 0.36
H -0.842 -6.537 -1.957 0.24
C 0.964 -2.960 -3.798 -0.05
C 0.547 -2.423 -5.180 0.09
C -0.760 -1.683 -5.118 -0.11
O 1.492 -1.500 -5.662 -0.57
H 0.407 -3.871 -3.537 0.11
H 0.731 -2.256 -2.989 -0.34
H 2.025 -3.221 -3.723 0.53
H 0.434 -3.284 -5.863 0.24
H -1.578 -2.331 -4.814 -0.15
H -0.961 -1.195 -6.075 0.57
H -0.680 -0.869 -4.381 -0.55
H 2.375 -1.900 -5.639 0.37
C 6.086 -0.776 -1.950 -1.42
C 5.035 -1.797 -2.204 1.92
C 3.669 -1.217 -2.214 -0.10
O 5.272 -2.463 -3.464 -0.64
H 6.005 -0.410 -0.921 0.05
H 5.986 0.068 -2.636 0.41
H 7.089 -1.205 -2.066 0.59
H 5.069 -2.549 -1.412 -0.98
H 2.952 -2.036 -2.040 -0.95
H 3.362 -0.757 -3.154 0.54
H 3.533 -0.553 -1.356 0.10
H 6.214 -2.630 -3.534 0.38
C -3.445 4.798 -1.372 -1.76
C -3.466 3.716 -0.327 2.76
C -2.078 3.292 0.082 -0.68
O -4.137 4.196 0.880 -0.58
H -3.071 5.730 -0.950 0.41
H -4.458 4.970 -1.761 0.35
H -2.821 4.544 -2.242 0.31
H -4.009 2.832 -0.702 -1.47
H -1.600 4.097 0.651 0.51
H -1.504 3.025 -0.803 -0.10
H -2.104 2.429 0.748 -0.15
H -5.089 4.215 0.702 0.38
C 2.480 -3.901 0.768 -0.74
C 1.693 -4.415 -0.429 -0.22
O 0.473 -3.628 -0.557 -0.07
H 3.400 -4.496 0.923 0.26
H 1.901 -4.044 1.688 0.47
H 2.747 -2.853 0.667 -0.14
H 1.470 -5.486 -0.334 0.38
H 2.296 -4.266 -1.348 0.11
H -0.129 -4.216 -1.094 -0.04
C 1.971 2.081 -2.312 -1.31
C 0.898 1.396 -3.129 1.44
O 1.263 1.389 -4.539 -0.70
H 2.003 3.158 -2.455 0.47
H 2.964 1.661 -2.535 0.26
H 1.807 1.877 -1.244 -0.10
H -0.056 1.952 -2.986 0.03
H 0.742 0.377 -2.746 -0.40
H 1.110 0.511 -4.910 0.33
C -5.656 0.685 -1.875 1.59
C -6.903 1.538 -2.017 -0.92
O -6.458 2.901 -2.124 -0.44
H -5.997 -0.328 -1.649 -0.21
H -5.002 1.019 -1.076 -0.49
H -5.158 0.712 -2.837 -0.69
H -7.514 1.472 -1.107 0.34
H -7.446 1.235 -2.915 0.41
H -6.999 3.372 -2.754 0.27
C 3.229 3.330 4.952 -0.35
C 2.386 2.755 6.058 -0.29
O 3.166 1.803 6.864 -0.57
H 2.585 3.953 4.326 -0.06
H 3.636 2.521 4.332 0.06
H 4.103 3.897 5.282 0.40
H 1.523 2.249 5.576 0.20
H 1.974 3.560 6.692 0.32
H 2.544 1.279 7.382 0.30
C 3.235 -1.255 5.786 -0.52
C 3.831 -2.464 6.431 -0.33
O 2.784 -3.459 6.675 -0.54
H 2.810 -1.470 4.812 0.06
H 3.987 -0.462 5.712 0.31
H 2.491 -0.822 6.459 0.26
H 4.297 -2.163 7.387 0.27
H 4.643 -2.864 5.801 0.23
H 3.110 -4.339 6.482 0.30

17
Properties=species:S:1:pos:R:3:nbo_charge:R:1 method="wB97M-V/def2-TZVPD" total_charge=0 relative_energy_kj_mol=189.11 largest_force_ha_per_bohr=0.03749 energy_ev=-12036.4213 gap_ev=10.12
H 2.680 0.536 0.523 0.34
N 2.608 -0.450 0.192 -0.67
C 1.410 -0.798 -0.010 0.24
N 0.301 0.026 0.043 -0.19
C -0.976 -0.517 0.535 -0.27
C -1.645 -1.589 -0.341 0.04
F -0.897 -2.773 -0.265 -0.37
O 0.577 1.284 0.710 -0.40
C 0.417 2.287 -0.278 -0.24
H 1.189 -1.820 -0.360 0.20
H -1.651 0.309 0.605 0.22
H -0.773 -0.870 1.558 0.20
H -2.689 -1.845 -0.058 0.19
H -1.635 -1.208 -1.437 0.18
H 1.097 2.019 -1.046 0.19
H 0.601 3.205 0.288 0.20
H -0.614 2.206 -0.660 0.17

80
Properties=species:S:1:pos:R:3:mulliken_charge:R:1 method="wB97M-V/def2-TZVPD" total_charge=-1 relative_energy_kj_mol=286.87 largest_force_ha_per_bohr=0.01887 energy_ev=-83511.2619 gap_ev="7.91 / 2.48"
Ca 2.039 2.790 -1.188 1.89
C 2.930 2.265 -4.901 -0.44
C 3.590 1.254 -4.276 -0.35
C 4.371 1.825 -3.161 -0.02
C 4.157 3.175 -3.140 -1.20
C 3.249 3.475 -4.210 -0.08
H 2.237 2.176 -5.720 0.42
H 3.531 0.200 -4.501 0.42
H 4.987 1.254 -2.482 0.38
H 4.583 3.895 -2.456 0.60
H 2.843 4.455 -4.412 0.41
C -4.733 0.236 -0.333 -1.06
C -4.238 -0.093 -1.734 -1.10
N -2.801 0.127 -1.887 0.21
C -2.374 1.338 -2.318 -0.05
C -1.079 1.731 -2.429 -0.23
C -0.830 3.198 -2.832 0.15
O -1.798 3.787 -3.319 -0.81
O 0.311 3.662 -2.556 -0.71
C -0.046 0.761 -2.165 1.05
O 1.164 0.934 -2.348 -0.89
C -0.512 -0.515 -1.597 0.90
C 0.453 -1.414 -1.132 -0.65
C 0.046 -2.576 -0.545 0.19
F 0.964 -3.454 -0.082 -0.42
C -1.307 -2.892 -0.375 -1.39
C -2.255 -2.006 -0.835 -0.95
C -1.872 -0.804 -1.447 0.89
N -1.741 -4.074 0.299 0.49
C -1.379 -4.097 1.716 0.00
C -2.110 -5.234 2.400 -2.37
N -1.830 -6.522 1.732 -0.31
C -2.101 -6.475 0.280 -2.23
C -1.373 -5.318 -0.373 -0.16
H -5.803 0.042 -0.251 0.41
H -4.563 1.291 -0.110 0.31
H -4.218 -0.359 0.421 0.33
H -4.735 0.538 -2.468 0.50
H -4.464 -1.125 -2.003 0.48
H -3.138 2.055 -2.598 0.51
H 1.497 -1.136 -1.208 0.35
H -3.291 -2.269 -0.677 0.40
H -1.683 -3.150 2.167 0.46
H -0.296 -4.200 1.866 0.34
H -3.188 -5.085 2.349 0.31
H -1.821 -5.333 3.447 0.66
H -2.463 -7.358 2.209 1.09
H -0.862 -6.822 1.911 0.51
H -3.180 -6.365 0.169 0.28
H -1.804 -7.436 -0.142 0.70
H -1.678 -5.249 -1.419 0.48
H -0.289 -5.498 -0.351 0.33
O 0.800 5.713 4.077 -0.59
C -0.311 5.102 3.731 0.43
O -1.356 5.253 4.330 -0.66
C -0.286 4.317 2.466 0.35
C -1.392 3.638 2.010 -0.59
N -1.030 3.024 0.870 0.18
N 0.241 3.263 0.549 -0.02
C 0.720 4.043 1.499 -0.26
C 2.128 4.584 1.398 0.69
O 2.569 5.158 2.414 -0.85
O 2.723 4.434 0.304 -0.81
H 1.549 5.519 3.403 0.45
H -2.380 3.566 2.429 0.52
H -1.582 2.449 0.256 -0.02
C 3.581 1.213 2.943 -1.13
Si 2.609 0.340 1.584 0.30
C 0.863 0.055 2.279 -0.65
C 3.385 -1.387 1.368 -1.20
O 2.566 1.155 0.224 -0.44
H 3.464 0.713 3.910 0.32
H 3.245 2.248 3.056 0.21
H 4.649 1.237 2.709 0.30
H 0.880 -0.556 3.188 0.44
H 0.231 -0.454 1.541 -0.09
H 0.386 1.009 2.525 0.15
H 2.804 -2.167 1.870 0.30
H 4.400 -1.423 1.773 0.44
H 3.446 -1.649 0.308 0.23